92
Properties=species:S:1:pos:R:3:mulliken_charge:R:1 method="wB97M-V/def2-TZVPD" e_lumo_ev="0.694 / 0.626" relative_energy_kcal_mol=41.11 orbital_gap_ev="3.31 / 8.79" homo_energy_ha="-0.0961 / -0.2999" spin_multiplicity=4
Ti 17.49 -2.49 -8.36 0.4901
P 19.43 -4.79 -10.35 0.5445
P 14.20 -1.48 -9.67 -1.1357
P 18.41 -3.08 -4.63 -0.5573
O 19.21 -0.44 -9.04 -0.4876
O 17.79 -2.93 -5.99 -0.1320
O 19.09 1.22 -7.63 -0.6686
O 15.40 -2.16 -9.15 0.1349
O 18.18 -4.38 -9.64 -0.7610
O 17.45 -0.17 -7.86 -0.5192
N 13.33 -0.60 -8.53 0.5732
N 20.84 -4.40 -9.50 0.2507
N 14.70 -0.46 -10.92 0.5842
N 19.50 -6.46 -10.68 0.3044
N 17.79 -2.06 -3.41 0.3910
N 20.05 -2.81 -4.73 0.4898
N 19.58 -4.00 -11.82 0.6140
N 18.62 0.22 -8.17 0.9356
N 13.12 -2.58 -10.37 0.5780
N 18.28 -4.63 -3.96 0.3714
C 20.56 -1.99 -5.85 -0.7705
C 18.37 -4.95 -2.54 -1.1993
C 19.97 -6.88 -11.99 -1.0333
C 18.33 -5.76 -4.92 -1.0478
C 13.86 0.54 -11.56 -1.1096
C 18.43 -0.73 -3.20 -0.9416
C 20.74 -3.94 -12.68 -1.4044
C 11.79 -2.24 -10.77 -1.0538
C 13.13 -1.29 -7.25 -1.1891
C 20.91 -2.86 -3.54 -0.9032
C 13.71 -3.79 -10.93 -0.7673
C 15.98 -0.59 -11.60 -0.5654
C 20.99 -5.05 -8.24 -0.8783
C 16.40 -2.16 -3.07 -1.1107
C 18.35 -3.55 -12.48 -0.7620
C 12.63 0.69 -8.68 -0.9345
C 21.50 -3.10 -9.62 -0.8227
C 18.62 -7.33 -9.91 -1.1237
H 12.05 -1.34 -7.13 0.3751
H 20.04 -7.97 -11.93 0.4791
H 19.08 -5.77 -2.49 0.4392
H 16.47 0.38 -11.54 0.4567
H 20.57 -4.53 -7.37 0.1211
H 19.30 -6.64 -12.82 0.2117
H 12.29 0.65 -9.70 0.3405
H 11.66 -2.28 -11.86 0.3190
H 13.61 -2.25 -7.09 0.2929
H 16.65 -1.36 -11.20 -0.3899
H 21.62 -2.25 -5.97 0.4078
H 18.09 -4.24 -13.29 0.2979
H 13.39 1.45 -8.48 0.2959
H 18.49 -2.56 -12.91 0.4200
H 21.63 -4.27 -12.13 0.4752
H 14.77 -3.76 -11.15 -0.0788
H 21.95 -2.82 -3.87 0.3509
H 18.89 -0.34 -4.10 0.2076
H 13.32 -4.69 -10.45 0.3488
H 15.81 -0.96 -12.62 0.3748
H 18.03 -7.98 -10.57 0.4180
H 13.36 -3.99 -11.96 0.3576
H 16.18 -1.74 -2.08 0.4148
H 22.01 -5.31 -7.96 0.3682
H 18.77 -4.09 -2.00 0.4188
H 11.06 -2.99 -10.41 0.3716
H 20.39 -5.97 -8.16 0.2231
H 21.01 -2.90 -12.92 0.3683
H 17.67 -0.03 -2.87 0.4161
H 19.38 -5.95 -5.12 0.2938
H 20.75 -3.84 -3.09 0.2769
H 13.88 1.55 -11.13 0.2584
H 17.49 -3.47 -11.81 -0.2145
H 21.21 -2.38 -8.85 0.1579
H 20.66 -4.54 -13.59 0.3222
H 21.15 -2.70 -10.57 0.2653
H 17.78 -5.39 -5.79 0.1545
H 20.82 -2.06 -2.80 0.3016
H 20.94 -6.43 -12.19 0.3385
H 11.91 0.93 -7.90 0.3030
H 13.59 -0.71 -6.45 0.4234
H 19.08 -7.99 -9.16 0.2734
H 16.00 -3.17 -2.90 0.3469
H 17.81 -6.64 -4.54 0.4655
H 15.72 -1.76 -3.83 0.2661
H 20.14 -2.40 -6.76 -0.2556
H 19.14 -0.99 -2.41 0.3030
H 22.59 -3.19 -9.67 0.3166
H 20.48 -0.91 -5.78 0.2621
H 17.91 -6.68 -9.40 0.2972
H 11.45 -1.29 -10.37 0.3298
H 12.80 0.28 -11.52 0.4083
H 17.42 -5.11 -2.02 0.2399
H 14.15 0.53 -12.61 0.3805